{
  "formula": "C5H6N2S",
  "method": "ωB97M-V/def2-TZVPD",
  "species": ["S", "N", "N", "C", "C", "C", "C", "C", "H", "H", "H", "H", "H", "H"],
  "positions_angstrom": [[-2.230, -1.090, -0.089], [1.047, 1.024, -0.074], [-0.021, 1.831, -0.070], [-1.043, 0.955, -0.126], [1.914, -1.326, -0.049], [-0.612, -0.425, -0.071], [0.784, -0.377, 0.020], [-2.550, 0.706, 0.042], [1.673, -2.415, -0.279], [2.342, -1.349, 1.023], [-3.178, 1.218, -0.692], [-2.879, 0.766, 1.079], [1.995, 1.490, -0.013], [2.756, -1.010, -0.701]],
  "forces_ev_per_angstrom": [[-0.2, -1.1, -0.4], [1.6, -0.7, 0.6], [-1.7, -1.0, -0.3], [1.3, -1.3, 1.1], [1.3, -1.5, 2.0], [1.7, 2.2, -0.1], [-1.4, 1.7, -1.6], [0.7, 0.9, 0.0], [-0.1, 1.6, 0.1], [-0.3, -0.2, -1.5], [-0.2, -0.5, 0.3], [-0.1, 0.9, -0.2], [-1.8, -1.1, -0.1], [-0.7, -0.1, 0.2]],
  "total_energy_ha": -701.7406
}